Entry 1:
Below is a structure of composition C29H32Br2N3O4Ta at a distorted geometry, with properties calculated with ωB97M-V/def2-TZVPD.

- Charge: +2
- ΔE to the lowest compared entry with this formula, charge and spin: 62.51 kcal per mole
- Gap between HOMO and LUMO: 7.2 eV
- HOMO energy: -14.09 eV
- E: -6794.14075 Ha

Geometry (Å):
Ta -0.178 -0.480 -0.625
C 0.275 -0.250 -3.703
N 0.694 -1.314 -2.733
C 0.158 -2.620 -3.235
C -1.343 -2.779 -3.114
C -1.747 -3.260 -1.738
N -1.747 -2.165 -0.749
C -2.810 -2.098 -0.015
C -3.096 -1.234 1.112
C -4.362 -1.283 1.701
C -4.648 -0.495 2.801
C -3.661 0.337 3.324
C -2.387 0.384 2.768
C -2.134 -0.404 1.672
O -0.893 -0.412 1.092
C 2.205 -1.436 -2.816
C 3.007 -0.791 -1.705
C 2.666 0.653 -1.451
N 1.286 0.766 -0.979
C 0.949 2.104 -0.428
C -0.252 2.752 -1.080
C -0.281 4.139 -1.184
C -1.347 4.784 -1.792
C -2.396 4.045 -2.323
C -2.396 2.662 -2.223
C -1.336 2.052 -1.593
O -1.374 0.644 -1.454
H 0.636 -0.522 -4.696
H 0.699 0.707 -3.414
H -0.804 -0.154 -3.731
H 0.650 -3.409 -2.667
H 0.476 -2.727 -4.276
H -1.674 -3.510 -3.853
H -1.873 -1.854 -3.352
H -1.039 -4.017 -1.390
H -2.730 -3.728 -1.763
H -3.605 -2.806 -0.250
H -5.118 -1.938 1.285
H -5.629 -0.526 3.253
H -3.883 0.958 4.181
H -1.607 1.017 3.171
H 2.509 -1.011 -3.775
H 2.445 -2.497 -2.854
H 4.060 -0.866 -1.982
H 2.908 -1.347 -0.769
H 2.800 1.257 -2.355
H 3.330 1.062 -0.685
H 1.798 2.778 -0.544
H 0.538 4.712 -0.766
H -1.359 5.863 -1.853
H -3.220 4.542 -2.816
H -3.203 2.063 -2.625
Br -0.367 -2.756 3.329
C 0.556 -3.839 2.089
Br 1.241 -2.928 0.482
H -0.098 -4.613 1.712
H 1.463 -4.232 2.531
O 1.821 3.792 1.552
C 1.613 2.640 1.794
O 0.749 1.914 0.977
C 2.229 1.862 2.891
C 3.214 2.504 3.637
C 3.891 1.810 4.625
C 3.581 0.479 4.872
C 2.584 -0.157 4.140
C 1.909 0.530 3.144
H 3.439 3.542 3.431
H 4.660 2.305 5.202
H 4.111 -0.062 5.645
H 2.333 -1.187 4.357
H 1.115 0.049 2.588

These are the Löwdin partial charges, in e, on atoms 1 to 8:
1. Ta 1.819
2. C -0.055
3. N -0.272
4. C -0.194
5. C -0.150
6. C -0.199
7. N -0.092
8. C -0.035

=====

Entry 2:
Below is the molecule C22H23N3O4 at a distorted geometry, with properties calculated with ωB97M-V/def2-TZVPD.

- Charge: 0
- ΔE to the lowest compared entry with this formula, charge and spin: 57.42 kcal per mole
- Gap between HOMO and LUMO: 8.1 eV
- HOMO energy: -7.66 eV
- SMILES: CN(C)CCN/C=C1\C(=O)N(Cc2ccc3c(c2)OCO3)C(=O)c2ccccc21
- E: -1317.39204 Ha

Geometry (Å):
C -5.006 -1.052 0.178
N -3.675 -1.465 0.561
C -3.292 -0.974 1.864
H -2.248 -1.223 2.051
H -3.388 0.112 1.871
H -3.908 -1.385 2.677
C -3.413 -2.871 0.334
H -2.750 -3.249 1.115
C -2.692 -3.023 -1.028
N -1.570 -2.130 -1.049
C -1.789 -0.816 -1.105
C -0.943 0.148 -0.589
C 0.133 -0.273 0.285
N 0.818 0.703 0.983
C 0.585 2.065 0.904
O 1.217 2.841 1.598
C -0.441 2.490 -0.048
C -0.653 3.861 -0.202
C -1.586 4.328 -1.099
C -2.307 3.416 -1.863
C -2.105 2.061 -1.718
C -1.177 1.558 -0.796
H -2.668 1.385 -2.343
H -3.030 3.773 -2.582
H -1.751 5.388 -1.218
H -0.062 4.533 0.401
C 1.893 0.265 1.874
C 3.204 0.211 1.135
C 4.003 1.343 1.059
C 5.205 1.345 0.356
C 5.568 0.174 -0.264
C 4.764 -0.964 -0.199
C 3.579 -0.973 0.492
H 2.954 -1.849 0.530
O 5.359 -1.981 -0.904
C 6.562 -1.447 -1.410
O 6.687 -0.100 -1.010
H 6.557 -1.505 -2.511
H 7.416 -2.027 -1.023
H 5.826 2.223 0.299
H 3.677 2.246 1.550
H 1.624 -0.724 2.250
H 1.943 0.988 2.690
O 0.432 -1.457 0.472
H -0.760 -2.366 -0.463
H -2.675 -0.515 -1.645
H -2.351 -4.049 -1.169
H -3.377 -2.757 -1.838
H -4.328 -3.475 0.337
H -5.220 -1.400 -0.831
H -5.058 0.036 0.187
H -5.782 -1.444 0.854

These are the Löwdin partial charges, in e, on atoms 1 to 8:
1. C -0.091
2. N -0.303
3. C -0.082
4. H 0.084
5. H 0.089
6. H 0.090
7. C -0.179
8. H 0.122